Entry from OMol25: a molecular structure, C25H44O2P2Rh at a distorted geometry (wB97M-V/def2-TZVPD).

Each line ends with the Löwdin charge.
Element x y z (Å)
1 Rh -1.1838 0.2821 -0.7319  0.52
2 P 0.2348 1.9818 0.8178  0.92
3 P -1.2144 -1.8500 -0.4297  0.86
4 O 2.0789 -0.1154 1.6749  -0.11
5 O 0.8925 -1.7196 2.7374  -0.12
6 C -3.1937 0.9497 -0.2819  -0.25
7 C -0.8898 3.1258 -0.1294  -0.26
8 C 0.9020 1.0966 -3.3382  -0.04
9 C -1.4720 -1.2647 -2.1821  -0.29
10 C -3.7961 0.6800 2.2334  -0.14
11 C 2.3559 1.4960 -1.3201  -0.20
12 C -4.0858 -1.3281 -0.9177  -0.17
13 C -2.8472 -1.5110 1.3790  -0.14
14 C 1.9887 -1.9220 -2.8384  -0.02
15 C 0.4293 2.3995 2.5915  -0.23
16 C -2.9762 -1.9746 -0.0252  -0.42
17 C 2.1898 -0.6951 -2.0390  -0.15
18 C -0.3509 -3.0128 0.3764  -0.22
19 C -3.0428 1.2866 1.0920  -0.16
20 C -0.5182 0.3794 1.2745  -0.34
21 C 3.4209 0.7363 -0.7692  -0.16
22 C 3.1180 -1.2327 3.4796  -0.01
23 C -4.0177 -0.8860 2.0373  -0.16
24 C 3.3016 -0.5828 -1.1816  -0.19
25 C 4.5246 1.2794 0.0676  0.01
26 C 1.5765 0.6032 -2.1382  -0.19
27 C -4.4147 0.1895 -0.7484  -0.16
28 C 4.2306 -1.6471 -0.7879  0.00
29 C 2.3782 2.9775 -1.2807  -0.08
30 C 1.9563 -1.0046 2.5612  -0.68
31 H 1.4568 3.3600 -1.7106  0.06
32 H 4.4757 2.3486 0.2126  0.08
33 H -3.2077 0.8037 3.1606  0.12
34 H 0.1821 1.9229 -3.1777  0.09
35 H 1.7218 1.5034 -3.9516  0.12
36 H 0.6030 3.4996 2.6209  0.05
37 H -4.9783 -1.0391 1.5265  0.11
38 H -4.7456 1.1799 2.4005  0.12
39 H -2.6658 2.2863 1.3314  0.09
40 H -0.2672 4.0041 -0.3805  0.05
41 H 0.0609 -0.4379 1.7596  0.01
42 H -0.4588 2.0667 3.1774  0.06
43 H 3.2130 3.4502 -1.8404  0.11
44 H 5.5144 1.0587 -0.3495  0.10
45 H -5.2813 0.3293 -0.0612  0.12
46 H 3.9328 -2.6280 -1.1464  0.08
47 H -1.7428 -2.2833 -2.4672  0.07
48 H -2.8169 1.6401 -1.0655  0.09
49 H 3.9964 -0.6710 3.1310  0.07
50 H 1.3522 1.8506 2.8735  0.05
51 H 0.4126 -3.2607 -0.3779  0.06
52 H -2.2893 -2.1307 2.1112  0.13
53 H -1.6237 0.4902 1.4914  -0.02
54 H 0.4405 0.3096 -3.9364  0.07
55 H 1.7590 -2.7915 -2.1965  0.09
56 H -3.0998 -3.1042 -0.2007  0.15
57 H -0.5903 -1.0054 -2.7854  0.01
58 H -0.9314 -3.9523 0.6410  0.12
59 H 5.2570 -1.4852 -1.1617  0.11
60 H 2.8809 -0.9535 4.5061  0.08
61 H -3.9503 -1.5012 -2.0000  0.10
62 H 2.8743 -2.2195 -3.4437  0.12
63 H -4.9510 -1.8945 -0.5451  0.12
64 H 0.1574 -2.6531 1.2822  0.04
65 H 2.4782 3.3339 -0.2431  0.08
66 H 3.3148 -2.3070 3.5012  0.08
67 H 1.1797 -1.7607 -3.5300  0.06
68 H -4.6941 0.5787 -1.7345  0.12
69 H -4.0982 -1.3021 3.0607  0.12
70 H 4.3166 -1.7168 0.3101  0.10
71 H 4.4880 0.8087 1.0626  0.09
72 H -2.2929 -0.5362 -2.3697  0.06
73 H -1.1827 2.6490 -1.1071  0.02
74 H -1.7753 3.4426 0.4386  0.04

Values from the calculation:
F_max, eV/Å: 6.664
ΔE to the lowest compared entry with this formula, charge and spin, eV: 5.889
Frontier orbital gap (spin up / spin down), eV: 7.3 / 4.9
Molecular weight, g mol⁻¹: 541.5
Electronic energy, eV: -52301.661
Net charge: +1
Highest occupied orbital energy (spin up / spin down), eV: -9.702 / -9.874
2S+1: 5